Model P:
ORCA calculation (ωB97M-V/def2-TZVPD) on one molecule with the formula C8H12.

The calculation puts the LUMO energy at 1.09 eV. Its frontier orbital gap is 0.3361 Ha. As for the SMILES: C[C@@H]1[C@H]2C[C@H]3C[C@H]3[C@H]12.

Geometry as ORCA input:
```
! wB97M-V def2-TZVPD RIJCOSX def2/J DEFGRID3
* xyz 0 1
C 1.90 1.02 1.72
C 0.48 0.51 1.58
C 0.21 -0.64 0.78
C -0.68 -1.56 0.02
C -0.53 -0.94 -1.39
C -1.49 0.15 -1.78
C -0.21 0.51 -1.35
C -0.19 0.78 0.20
H 2.70 0.13 2.22
H 1.72 1.99 2.39
H 2.08 1.18 0.50
H -0.28 0.78 2.37
H 1.12 -0.73 0.30
H -1.74 -1.41 0.24
H -0.36 -2.70 0.06
H 0.00 -1.57 -2.20
H -1.68 0.39 -2.87
H -2.42 0.16 -1.22
H 0.61 1.02 -1.93
H -1.22 0.93 0.36
*
```

Löwdin population analysis, charges in e, atoms 1 to 6:
1 C -0.091
2 C -0.337
3 C -0.233
4 C -0.113
5 C -0.240
6 C -0.128



Model Q:
ORCA calculation (ωB97M-V/def2-TZVPD) on a 2-piece molecular cluster, C8H12 overall.

The calculation puts the LUMO energy (spin up / spin down) at 0.34 / 0.71 eV. Its frontier orbital gap (spin up / spin down) is 0.2661 / 0.3406 Ha.

Geometry as ORCA input:
```
! wB97M-V def2-TZVPD RIJCOSX def2/J DEFGRID3
* xyz 0 1
C 1.70 1.82 -0.08
C 2.61 0.93 0.02
C -3.13 0.60 0.51
C -2.02 1.17 0.04
C 1.35 0.47 -0.78
C -0.18 -1.48 -1.19
C 0.52 -1.02 1.15
C 0.41 -0.51 -0.19
H 1.47 2.85 0.28
H 3.45 0.74 0.56
H -4.11 1.16 0.70
H -3.07 -0.49 0.63
H -1.66 2.19 -0.02
H 1.65 0.28 -1.85
H 0.55 -2.31 -1.21
H -0.10 -1.03 -2.26
H -1.17 -1.81 -1.04
H 0.78 -2.11 1.11
H 1.34 -0.44 1.73
H -0.40 -1.02 1.88
*
```

Löwdin population analysis, charges in e, atoms 1 to 6:
1 C -0.024
2 C -0.039
3 C -0.127
4 C 0.020
5 C -0.209
6 C -0.092



Model R:
ORCA calculation (ωB97M-V/def2-TZVPD) on one molecule with the formula C8H12.

The calculation puts the LUMO energy at 0.05 eV. Its frontier orbital gap is 0.2907 Ha. As for the SMILES: C=CC(=C)C(=C)CC.

Geometry as ORCA input:
```
! wB97M-V def2-TZVPD RIJCOSX def2/J DEFGRID3
* xyz 0 1
C 2.15 1.33 0.42
C 1.78 0.06 0.50
C 0.59 -0.53 -0.09
C 0.52 -1.89 -0.10
C -0.53 0.37 -0.55
C -0.12 0.69 -1.82
C -1.94 0.20 -0.03
C -1.93 -0.17 1.46
H 1.60 2.10 -0.12
H 3.11 1.63 0.81
H 2.53 -0.61 0.91
H 0.98 -2.46 0.70
H 0.31 -2.39 -1.04
H 0.25 -0.05 -2.53
H -0.30 1.65 -2.34
H -2.45 1.16 -0.17
H -2.35 -0.52 -0.74
H -1.49 0.63 2.05
H -1.22 -1.00 1.56
H -2.87 -0.56 1.85
*
```

Löwdin population analysis, charges in e, atoms 1 to 6:
1 C 0.024
2 C -0.150
3 C -0.337
4 C 0.058
5 C -0.253
6 C 0.033



Model S:
ORCA calculation (ωB97M-V/def2-TZVPD) on one molecule with the formula C8H12.

The calculation puts the LUMO energy at 1.00 eV. Its frontier orbital gap is 0.3511 Ha. As for the SMILES: C1=C2CCC[C@H]2CC1.

Geometry as ORCA input:
```
! wB97M-V def2-TZVPD RIJCOSX def2/J DEFGRID3
* xyz 0 1
C -0.70 -1.21 1.23
C -0.01 -0.12 0.73
C 0.72 0.98 1.46
C 1.37 1.70 0.17
C 0.99 0.90 -1.15
C -0.33 0.33 -0.66
C -0.89 -0.89 -1.31
C -1.30 -1.79 -0.15
H -0.36 -1.84 2.06
H 0.07 1.74 1.96
H 1.48 0.55 2.18
H 0.83 2.58 0.00
H 2.42 1.74 0.06
H 0.88 1.36 -2.08
H 1.74 0.09 -1.38
H -1.29 0.98 -0.42
H 0.11 -1.27 -1.86
H -1.68 -0.69 -1.97
H -0.78 -2.77 -0.21
H -2.46 -1.84 -0.28
*
```

Löwdin population analysis, charges in e, atoms 1 to 6:
1 C 0.021
2 C -0.276
3 C -0.103
4 C -0.143
5 C -0.142
6 C -0.356



It is model Q that is the least stable of them.



Model P:
ORCA calculation (ωB97M-V/def2-TZVPD) on a 2-piece molecular cluster, CH7NS2 overall.

The calculation puts the LUMO energy at 0.37 eV. Its frontier orbital gap is 0.3537 Ha. As for the SMILES: CN.SS.

Geometry as ORCA input:
```
! wB97M-V def2-TZVPD RIJCOSX def2/J DEFGRID3
* xyz 0 1
C 0.66 -0.98 1.89
N 0.00 -0.48 0.66
H 1.02 -2.00 1.79
H -0.09 -1.11 2.69
H 1.35 -0.24 2.26
H -0.89 -0.07 0.94
H -0.43 -1.28 0.18
S -1.07 0.91 -3.33
S 0.61 1.96 -2.59
H -1.90 1.93 -3.10
H 0.74 1.37 -1.39
*
```

Löwdin population analysis, charges in e, atoms 1 to 6:
1 C -0.185
2 N -0.080
3 H 0.066
4 H 0.062
5 H 0.061
6 H 0.055



Model Q:
ORCA calculation (ωB97M-V/def2-TZVPD) on a 2-piece molecular cluster, CH7NS2 overall.

The calculation puts the LUMO energy at 0.34 eV. Its frontier orbital gap is 0.3130 Ha. As for the SMILES: CN.SS.

Geometry as ORCA input:
```
! wB97M-V def2-TZVPD RIJCOSX def2/J DEFGRID3
* xyz 0 1
C -1.63 -0.18 1.87
N -0.55 -1.17 1.72
H -2.52 -0.74 2.14
H -1.40 0.62 2.57
H -1.84 0.32 0.91
H -0.94 -2.07 1.46
H -0.07 -1.34 2.59
S 0.07 0.10 -1.88
S 1.18 0.67 -0.13
H -0.01 1.35 -2.38
H 0.91 -0.50 0.38
*
```

Löwdin population analysis, charges in e, atoms 1 to 6:
1 C -0.186
2 N -0.115
3 H 0.065
4 H 0.071
5 H 0.055
6 H 0.065



It is model Q that is the least stable of them.



Model P:
ORCA calculation (ωB97M-V/def2-TZVPD) on a 2-piece molecular cluster, C2H5IO2 overall.

The calculation puts the LUMO energy at 0.12 eV. Its frontier orbital gap is 0.3134 Ha.

Geometry as ORCA input:
```
! wB97M-V def2-TZVPD RIJCOSX def2/J DEFGRID3
* xyz 0 1
C 0.29 -0.06 -0.93
C 0.34 -0.98 0.22
O -0.36 -1.16 1.16
O 0.48 1.90 1.90
I -0.99 1.44 2.90
H -0.49 0.62 -0.85
H 0.03 -0.63 -1.80
H 1.17 0.39 -1.21
H 1.30 -1.43 0.04
H -1.10 0.09 2.00
*
```

Löwdin population analysis, charges in e, atoms 1 to 6:
1 C -0.037
2 C -0.296
3 O -0.019
4 O -1.040
5 I 1.225
6 H 0.064



Model Q:
ORCA calculation (ωB97M-V/def2-TZVPD) on one molecule with the formula C2H5IO2.

The calculation puts the LUMO energy at 0.35 eV. Its frontier orbital gap is 0.3556 Ha. As for the SMILES: CC(O)(O)I.

Geometry as ORCA input:
```
! wB97M-V def2-TZVPD RIJCOSX def2/J DEFGRID3
* xyz 0 1
C 0.28 1.07 -0.13
C -0.21 -0.32 0.14
O 0.82 -1.19 0.40
O -1.10 -0.35 1.11
I -1.27 -1.11 -1.77
H -0.30 1.84 -0.52
H 0.71 1.53 0.71
H 1.20 1.09 -0.81
H 1.41 -1.31 -0.36
H -1.53 -1.26 1.24
*
```

Löwdin population analysis, charges in e, atoms 1 to 6:
1 C -0.086
2 C -0.990
3 O -0.033
4 O -0.019
5 I 0.630
6 H 0.057



It is model P that is the least stable of them.